ORCA calculation (ωB97M-V with the def2-TZVPD basis set) on a gas-phase ion, C11H22O2P (charge -1) at a distorted geometry.

Structure (XYZ):
```
36
C11H22O2P (ωB97M-V with the def2-TZVPD basis set)
C -0.35 -3.21 0.21
C 0.84 -3.07 0.04
C 2.34 -2.76 0.00
P 2.63 -0.84 -0.23
C 3.10 1.01 -0.35
C 2.04 1.98 0.32
C 0.87 2.18 -0.72
C -0.54 2.54 -0.10
C -1.04 1.55 1.03
C -2.13 0.60 0.40
O -2.85 -0.18 1.39
C -4.00 -0.69 0.75
C -3.95 -1.53 -0.57
O -5.07 -0.44 1.25
H -1.35 -3.66 0.33
H 2.85 -3.06 0.95
H 2.78 -3.33 -0.86
H 2.63 -1.01 -1.68
H 4.07 -1.16 -0.27
H 2.65 -0.70 1.24
H 1.20 -0.58 -0.30
H 4.11 1.14 0.12
H 3.10 1.27 -1.45
H 1.71 1.65 1.34
H 2.58 2.97 0.47
H 0.78 1.25 -1.33
H 1.17 3.05 -1.39
H -0.61 3.60 0.26
H -1.29 2.46 -0.95
H -1.51 2.14 1.87
H -0.24 0.92 1.50
H -2.87 1.21 -0.18
H -1.61 -0.08 -0.33
H -3.95 -2.63 -0.31
H -4.88 -1.34 -1.16
H -3.09 -1.26 -1.25
```

The net charge is -1. As for the highest occupied orbital energy: -3.5293 eV. For the energy relative to the best compared isomer or geometry (same formula, charge and spin), the calculation gives 542.3 kJ/mol. As for the HOMO-LUMO gap: 0.243 Eh. As for the LUMO energy: 3.09 eV.